# 1
A molecular structure, C39H39Cl2N4O3P2SSn at a distorted geometry. Source: the OMol25 dataset; level of theory: wB97M-V/def2-TZVPD.

Geometry as XYZ:
```
91
Properties=species:S:1:pos:R:3:lowdin_charge:R:1
Sn 0.11 -0.06 -1.81 1.48
C -0.46 0.81 2.54 -0.39
C 1.08 0.74 2.57 -0.39
P 1.68 -0.38 1.21 1.00
C 3.01 -1.27 2.13 -0.38
C 4.28 -0.75 2.33 -0.08
C 5.20 -1.42 3.13 -0.07
C 4.84 -2.61 3.75 -0.08
C 3.58 -3.14 3.55 -0.09
C 2.67 -2.47 2.74 -0.15
C 2.71 0.69 0.13 -0.46
C 2.73 2.09 0.14 -0.09
C 3.56 2.78 -0.73 -0.08
C 4.34 2.10 -1.65 -0.08
C 4.29 0.72 -1.71 -0.07
C 3.48 0.02 -0.83 -0.15
P -1.11 -0.93 2.85 1.06
C -2.23 -0.73 4.30 -0.39
C -2.50 -1.91 4.99 -0.11
C -3.36 -1.92 6.08 -0.08
C -3.94 -0.73 6.51 -0.08
C -3.67 0.45 5.83 -0.08
C -2.82 0.45 4.74 -0.11
C -2.33 -1.12 1.48 -0.37
C -3.58 -0.52 1.43 -0.08
C -4.43 -0.75 0.35 -0.08
C -4.03 -1.57 -0.69 -0.08
C -2.79 -2.18 -0.65 -0.10
C -1.95 -1.97 0.44 -0.16
H -0.81 1.14 1.56 0.04
H -0.83 1.50 3.29 0.06
H 1.40 0.30 3.52 0.08
H 1.55 1.72 2.49 0.06
H 4.57 0.19 1.86 0.11
H 6.18 -1.00 3.28 0.11
H 5.55 -3.12 4.39 0.11
H 3.30 -4.06 4.04 0.10
H 1.66 -2.86 2.62 0.08
H 2.13 2.64 0.85 0.09
H 3.60 3.86 -0.68 0.11
H 4.99 2.65 -2.32 0.11
H 4.89 0.18 -2.43 0.11
H 3.46 -1.06 -0.86 0.10
H -2.04 -2.83 4.67 0.09
H -3.56 -2.84 6.61 0.11
H -4.61 -0.73 7.36 0.11
H -4.12 1.38 6.16 0.11
H -2.63 1.39 4.23 0.09
H -3.91 0.12 2.24 0.10
H -5.41 -0.29 0.33 0.11
H -4.70 -1.75 -1.53 0.11
H -2.48 -2.85 -1.45 0.10
H -0.99 -2.47 0.50 0.06
Cl 0.23 2.77 -9.00 0.68
C 0.10 1.92 -7.50 -0.67
C -0.70 0.77 -7.43 -0.10
C -0.82 0.08 -6.25 -0.58
Cl -1.78 -1.35 -6.16 0.73
C -0.17 0.51 -5.05 -0.38
O -0.33 -0.16 -3.96 -0.28
C 0.65 1.67 -5.16 -0.13
C 1.37 2.18 -4.04 -0.18
O 1.35 1.79 -2.88 -0.13
C 0.77 2.35 -6.39 -0.06
H -1.22 0.42 -8.31 0.11
H 2.03 3.04 -4.27 0.14
H 1.41 3.22 -6.45 0.12
N 1.50 -6.87 -0.13 0.18
C 1.61 -5.54 -0.23 -0.48
N 2.51 -4.91 0.54 0.21
N 0.84 -4.93 -1.09 0.13
C 0.74 -3.68 -1.33 -0.33
N 0.62 -2.54 -1.57 0.04
H 2.09 -7.41 0.47 0.12
H 0.86 -7.34 -0.75 0.12
H 3.11 -5.40 1.18 0.11
H 2.58 -3.90 0.51 0.09
O -1.13 1.89 -0.94 -0.74
S -1.27 3.35 -0.58 0.96
C -1.30 4.26 -2.17 -0.30
C -2.54 5.14 -2.15 -0.23
C -3.64 4.25 -1.57 -0.22
C -3.06 3.65 -0.29 -0.29
H -1.35 3.48 -2.93 0.10
H -0.37 4.81 -2.28 0.09
H -2.78 5.50 -3.15 0.12
H -2.39 6.00 -1.50 0.12
H -3.91 3.47 -2.27 0.12
H -4.55 4.82 -1.34 0.12
H -3.48 2.69 -0.01 0.09
H -3.12 4.35 0.54 0.09
```

## Properties
Spin multiplicity: 1
Total charge: +1
HOMO-LUMO gap: 7.85 eV
LUMO energy: -2.3 eV
E_tot: -4169.72529 hartree
Energy above the lowest of the compared OMol25 structures with the same formula, charge and spin: 52.28 kJ/mol

# 2
A molecular structure, C39H39F3NO7PS2Sb2Tl at a distorted geometry. Source: the OMol25 dataset; level of theory: wB97M-V/def2-TZVPD.

Geometry as XYZ:
```
95
Properties=species:S:1:pos:R:3:lowdin_spin:R:1
Tl 0.49 2.78 -1.35 0.26
O -4.30 2.02 -5.79 0.00
C -3.39 2.17 -4.78 0.00
C -2.60 3.30 -4.72 0.00
C -1.73 3.44 -3.66 0.00
N -1.61 2.46 -2.75 0.06
C -2.24 1.34 -2.89 0.01
C -3.22 1.13 -3.89 0.00
C -1.98 0.19 -1.91 0.00
O -2.65 -0.85 -2.16 0.00
O -1.13 0.35 -0.98 0.04
C -0.91 4.75 -3.58 0.00
O -1.20 5.52 -4.47 0.00
O -0.11 4.82 -2.61 0.03
H -3.92 2.53 -6.46 0.00
H -2.69 4.16 -5.39 0.00
H -3.58 0.15 -3.99 0.00
C 6.29 -1.44 -4.13 0.00
C 5.04 -1.20 -3.30 0.00
O 4.47 0.07 -3.66 0.01
P 3.49 0.66 -2.50 0.01
S 2.63 2.28 -3.45 0.19
S 4.35 0.65 -0.80 0.00
O 2.32 -0.51 -2.47 0.00
C 1.38 -0.68 -3.52 0.00
C 0.89 -2.14 -3.60 0.00
H 6.68 -2.47 -4.08 0.00
H 7.02 -0.72 -3.83 0.00
H 6.01 -1.33 -5.17 0.00
H 5.23 -1.21 -2.25 0.00
H 4.26 -1.95 -3.49 0.00
H 1.77 -0.31 -4.49 0.00
H 0.52 -0.12 -3.18 0.00
H 1.73 -2.78 -3.69 0.00
H 0.29 -2.22 -4.43 0.00
H 0.33 -2.24 -2.67 0.00
C -0.20 -2.70 1.26 0.00
C -1.42 -2.34 2.17 0.00
C -2.44 -1.35 1.51 0.00
Sb -1.80 0.69 1.67 0.00
C -3.52 1.64 0.79 0.00
C -3.61 3.01 0.85 0.00
C -4.60 3.72 0.11 0.00
C -5.40 3.01 -0.77 0.00
C -5.36 1.63 -0.81 0.00
C -4.42 0.94 -0.06 0.00
C -2.47 0.73 3.70 0.00
C -1.60 0.41 4.72 0.00
C -2.01 0.32 6.06 0.00
C -3.30 0.65 6.41 0.00
C -4.21 1.00 5.42 0.00
C -3.81 1.03 4.07 0.00
Sb 1.31 -1.15 0.87 0.01
C 1.80 -1.19 3.00 0.00
C 1.70 -2.28 3.85 0.00
C 2.09 -2.21 5.20 0.00
C 2.57 -1.00 5.70 0.00
C 2.62 0.13 4.90 0.00
C 2.22 0.02 3.56 0.00
C 2.71 -2.65 0.27 0.00
C 3.96 -2.80 0.90 0.00
C 4.95 -3.57 0.34 0.00
C 4.68 -4.30 -0.81 0.00
C 3.38 -4.32 -1.33 0.00
C 2.43 -3.48 -0.83 0.00
H -0.53 -2.96 0.25 0.00
H 0.40 -3.54 1.69 0.00
H -1.07 -2.04 3.14 0.00
H -1.92 -3.32 2.36 0.00
H -3.42 -1.41 2.02 0.00
H -2.53 -1.64 0.49 0.00
H -2.94 3.64 1.52 0.00
H -4.60 4.77 0.18 0.00
H -6.15 3.53 -1.34 0.00
H -6.05 1.11 -1.42 0.00
H -4.26 -0.14 -0.06 0.00
H -0.61 0.11 4.48 0.00
H -1.34 0.01 6.83 0.00
H -3.67 0.53 7.42 0.00
H -5.25 1.09 5.71 0.00
H -4.62 1.27 3.31 0.00
H 1.46 -3.24 3.50 0.00
H 2.05 -3.12 5.82 0.00
H 2.99 -0.91 6.72 0.00
H 3.04 1.02 5.32 0.00
H 2.23 0.94 2.97 0.00
H 4.19 -2.22 1.80 0.00
H 5.94 -3.57 0.82 0.00
H 5.46 -4.83 -1.29 0.00
H 3.01 -4.90 -2.17 0.00
H 1.44 -3.52 -1.21 0.00
F 1.54 4.95 0.58 0.03
C 0.54 4.02 0.81 0.25
F 1.01 3.40 1.92 0.04
F -0.55 4.76 1.19 0.05
```

## Properties
Spin multiplicity: 2
<S²>: 0.762
Total charge: -2
HOMO-LUMO gap (alpha / beta): 6.11 / 7.02 eV
LUMO energy (alpha / beta): 4.1 / 3.7 eV
E_tot: -4181.40831 hartree
Energy above the lowest of the compared OMol25 structures with the same formula, charge and spin: 62.35 kJ/mol

# 3
A molecular structure, C39H39N6OP2RuS at a distorted geometry. Source: the OMol25 dataset; level of theory: wB97M-V/def2-TZVPD.

Geometry as XYZ:
```
89
Properties=species:S:1:pos:R:3:lowdin_spin:R:1
Ru 0.13 -0.27 -0.18 0.96
C 2.92 2.75 -2.42 0.00
C 2.37 1.69 -1.53 0.00
N 1.16 1.73 -1.06 0.03
N 0.42 2.80 -1.28 0.00
C -0.66 2.93 -0.57 -0.01
N -1.42 4.02 -0.70 0.00
S -1.18 1.73 0.60 -0.08
C 3.23 0.66 -0.96 0.00
C 4.62 0.74 -1.09 0.00
C 5.42 -0.10 -0.34 0.00
C 4.81 -0.99 0.53 0.00
C 3.43 -1.03 0.57 0.00
N 2.65 -0.25 -0.16 0.07
H 2.10 3.24 -2.93 0.00
H 3.62 2.33 -3.14 0.00
H 3.44 3.49 -1.82 0.00
H -1.10 4.77 -1.30 0.00
H -2.17 4.20 -0.05 0.00
H 5.07 1.48 -1.74 0.00
H 6.50 -0.03 -0.41 0.00
H 5.39 -1.64 1.16 0.00
H 2.93 -1.74 1.22 0.00
O -0.20 -0.53 2.37 0.00
C 0.07 -1.75 3.01 0.00
C 0.50 -2.78 1.99 0.01
C 0.76 -4.09 2.39 0.00
C 1.24 -4.98 1.45 0.00
C 1.47 -4.55 0.15 0.00
C 1.18 -3.24 -0.16 0.00
N 0.69 -2.38 0.74 0.05
H -0.49 0.13 3.02 0.00
H -0.81 -2.12 3.55 0.00
H 0.89 -1.63 3.73 0.00
H 0.61 -4.39 3.41 0.00
H 1.47 -6.00 1.73 0.00
H 1.87 -5.22 -0.60 0.00
H 1.37 -2.82 -1.15 0.00
C -3.38 -0.99 -3.05 0.00
N -2.36 -0.73 -2.04 0.00
P -0.75 -0.49 -2.59 -0.04
C -0.48 -1.73 -3.90 -0.01
C -0.25 -3.04 -3.48 0.00
C 0.06 -4.03 -4.39 0.00
C 0.16 -3.72 -5.74 0.00
C -0.11 -2.43 -6.17 0.00
C -0.43 -1.44 -5.26 0.00
C -0.81 1.07 -3.51 0.00
C 0.30 1.37 -4.31 0.00
C 0.31 2.53 -5.06 0.00
C -0.75 3.41 -4.99 0.00
C -1.82 3.15 -4.15 0.00
C -1.85 1.98 -3.40 0.00
P -2.37 -1.47 -0.47 0.02
C -3.40 -0.41 0.61 0.00
C -4.13 0.70 0.20 0.00
C -4.83 1.44 1.13 0.00
C -4.78 1.10 2.48 0.00
C -4.05 0.00 2.89 0.00
C -3.37 -0.75 1.96 0.00
C -3.54 -2.86 -0.70 0.01
C -4.91 -2.66 -0.59 0.00
C -5.78 -3.72 -0.80 0.00
C -5.29 -4.98 -1.11 0.00
C -3.93 -5.18 -1.21 0.00
C -3.05 -4.13 -1.00 0.00
H -3.17 -0.35 -3.92 0.00
H -4.37 -0.75 -2.67 0.00
H -3.38 -2.03 -3.38 0.00
H -0.33 -3.28 -2.43 0.00
H 0.23 -5.04 -4.06 0.00
H 0.45 -4.48 -6.45 0.00
H -0.06 -2.19 -7.22 0.00
H -0.65 -0.45 -5.62 0.00
H 1.13 0.68 -4.34 0.00
H 1.15 2.74 -5.71 0.00
H -0.74 4.31 -5.59 0.00
H -2.65 3.85 -4.09 0.00
H -2.68 1.77 -2.75 0.00
H -4.15 0.98 -0.84 0.00
H -5.43 2.28 0.82 0.00
H -5.29 1.72 3.20 0.00
H -4.01 -0.25 3.94 0.00
H -2.81 -1.64 2.25 0.00
H -5.31 -1.69 -0.33 0.00
H -6.84 -3.55 -0.71 0.00
H -5.98 -5.80 -1.26 0.00
H -3.55 -6.16 -1.45 0.00
H -1.98 -4.29 -1.07 0.00
```

## Properties
Spin multiplicity: 2
<S²>: 0.791
Total charge: +2
HOMO-LUMO gap (alpha / beta): 6.12 / 6.69 eV
LUMO energy (alpha / beta): -6.9 / -6.3 eV
E_tot: -3088.62627 hartree
Energy above the lowest of the compared OMol25 structures with the same formula, charge and spin: 178.48 kJ/mol

Q: Which value of total charge does entry 3 give?
A: +2